A structure of composition C3H2NO3 at a distorted geometry. Source: OMol25; level of theory: wB97M-V/def2-TZVPD.

Computed properties:
Total charge: -1
Highest occupied orbital energy (alpha / beta): -0.037 / -0.166 Eh
Spin multiplicity: 3
Energy: -10771.7785 eV

```
9
C3H2NO3 wB97M-V/def2-TZVPD
O 2.2665 -1.5454 -1.1425
C 1.2868 0.5918 -0.0285
C 2.2363 -1.2093 -0.0161
H -0.5958 0.6383 0.5902
O 3.3540 1.6494 -0.0025
N 2.1531 1.3776 -0.3262
H -0.2058 -0.9476 -0.2452
O 2.4762 -1.4296 1.1143
C 0.0477 0.0658 -0.0460
```

The ion C3H2NO3S2 with charge -1 at a distorted geometry. Source: OMol25; level of theory: wB97M-V/def2-TZVPD.

Computed properties:
Total charge: -1
Highest occupied orbital energy (alpha / beta): -0.105 / -0.143 Eh
Spin multiplicity: 3
Energy: -32441.2483 eV

```
11
C3H2NO3S2 wB97M-V/def2-TZVPD
N -0.3917 1.7759 0.2177
C -0.7059 1.1887 -0.8948
H -1.5985 1.5730 -1.4652
O 1.1543 1.9554 2.0353
C 0.4704 1.3078 1.2377
O -0.4454 -3.4302 -1.5081
O 1.7105 -2.9163 -0.4625
S 0.7086 -0.4934 1.1973
C -0.4050 -1.2007 0.1585
H -0.9765 2.5838 0.5044
S 0.4791 -2.3440 -1.0203
```

An isolated molecule of C3H2NP at a distorted geometry. Source: OMol25; level of theory: wB97M-V/def2-TZVPD.

Computed properties:
Highest occupied orbital energy (alpha / beta): -0.317 / -0.317 Eh
Energy: -13917.5772 eV

```
7
C3H2NP wB97M-V/def2-TZVPD
N 2.2983 -1.2620 0.0221
H -0.9262 -0.8511 1.2533
P 0.7452 1.2091 0.1121
C -1.2729 -0.1734 0.4957
C -0.9727 0.4739 -0.5701
C 1.6539 -0.3280 -0.0347
H -1.5257 0.9315 -1.2784
```

An isolated molecule of C3H2NP at a distorted geometry. Source: OMol25; level of theory: wB97M-V/def2-TZVPD.

Computed properties:
SMILES: C=P#CC#N
Highest occupied orbital energy (alpha / beta): -0.327 / -0.330 Eh
Energy: -13916.9807 eV

```
7
C3H2NP wB97M-V/def2-TZVPD
N 0.9438 -1.5306 2.1319
C 0.9317 -0.0849 0.1448
P 0.8119 1.1560 -0.9960
C 0.9056 -0.8941 1.1507
H -1.5806 1.0400 -0.2157
H -1.0631 -0.2818 -1.3415
C -0.9492 0.5953 -0.8743
```

A structure of composition C3H2NiO4 at a distorted geometry. Source: OMol25; level of theory: wB97M-V/def2-TZVPD.

Computed properties:
Total charge: +2
Highest occupied orbital energy (alpha / beta): -0.763 / -0.764 Eh
Spin multiplicity: 3
Energy: -52351.6379 eV

```
10
C3H2NiO4 wB97M-V/def2-TZVPD
Ni 3.4354 0.3005 0.2855
C -0.9040 -0.0286 0.2470
H -1.7592 -0.9437 0.7287
C 1.3786 -0.2229 -0.1874
H -0.7109 0.9415 0.7359
O 1.6806 -0.0151 1.0033
O 2.1507 -0.0345 -1.1401
C -2.2256 -0.0630 -0.4309
O -3.1109 0.5956 -0.7198
O 0.0653 -0.5297 -0.5223
```

An isolated molecule of C3H2O2 at a distorted geometry. Source: OMol25; level of theory: wB97M-V/def2-TZVPD.

Computed properties:
Highest occupied orbital energy: -0.347 Eh
Energy: -7232.0509 eV

```
7
C3H2O2 wB97M-V/def2-TZVPD
O -2.7393 0.8405 0.4021
H 0.2091 -1.5297 -1.0873
O 0.3664 -1.4058 -0.1525
C -0.3953 -0.5654 0.5646
C -1.6412 -0.0313 0.4355
C -2.8056 -0.0397 -0.4633
H 0.3301 0.0164 1.2076
```

An isolated molecule of C3H2O2 at a distorted geometry. Source: OMol25; level of theory: wB97M-V/def2-TZVPD.

Computed properties:
SMILES: O=C=CC=O
Highest occupied orbital energy: -0.364 Eh
Energy: -7236.2576 eV

```
7
C3H2O2 wB97M-V/def2-TZVPD
H -1.5405 0.8914 -0.0195
O 0.1018 1.9720 -0.0799
C 0.2889 -0.5899 0.0545
O -0.3804 -2.9514 -0.0811
C -0.4542 0.9152 -0.0264
H 1.3933 -0.4602 -0.1799
C -0.0527 -1.8332 -0.1094
```

A cluster of 2 separate species, C3H2O2 in total at a distorted geometry. Source: OMol25; level of theory: wB97M-V/def2-TZVPD.

Computed properties:
Highest occupied orbital energy: -0.409 Eh
Energy: -7234.3272 eV

```
7
C3H2O2 wB97M-V/def2-TZVPD
C 1.3907 -0.1665 -0.0747
H 1.6544 0.8339 -0.4330
H 2.3223 -0.6654 -0.6017
C -1.8541 0.2629 0.3002
C 0.3653 -0.8273 0.2612
O -2.3928 -0.7415 0.5289
O -1.4858 1.3038 0.0191
```

An isolated molecule of C3H2O2 at a distorted geometry. Source: OMol25; level of theory: wB97M-V/def2-TZVPD.

Computed properties:
Highest occupied orbital energy: -0.303 Eh
Energy: -7230.6849 eV

```
7
C3H2O2 wB97M-V/def2-TZVPD
C 0.4695 -0.5325 0.9470
O -0.0146 1.7535 -2.1216
H -1.6742 -1.1604 0.3033
H 1.1596 -0.8083 1.7071
O 0.5944 1.1574 -0.9987
C 0.1914 0.2722 -0.1974
C -0.7261 -0.6820 0.3602
```

A structure of composition C3H2O2Pd at a distorted geometry. Source: OMol25; level of theory: wB97M-V/def2-TZVPD.

Computed properties:
Total charge: +1
Highest occupied orbital energy (alpha / beta): -0.424 / -0.581 Eh
Spin multiplicity: 4
Energy: -10701.7296 eV

```
8
C3H2O2Pd wB97M-V/def2-TZVPD
Pd 2.1975 1.4214 0.3212
H -0.4403 -2.0526 0.1171
O 1.0509 -0.5941 -0.1231
O -0.3552 1.1983 -0.1867
C -1.0542 0.0486 0.1186
C 0.9484 0.8822 -0.4525
H -2.1338 0.0877 0.0268
C -0.2134 -0.9915 0.1786
```

A cluster of 2 separate species, C3H2O3 in total at a distorted geometry. Source: OMol25; level of theory: wB97M-V/def2-TZVPD.

Computed properties:
Highest occupied orbital energy: -0.374 Eh
Energy: -9278.9881 eV

```
8
C3H2O3 wB97M-V/def2-TZVPD
C 1.3248 -0.2629 0.0211
H 1.3302 -1.5844 1.0579
H -1.1368 -1.2907 0.1031
O -2.5511 0.3436 -0.4394
O 0.0816 1.8264 0.1603
C -1.3854 -0.1055 -0.1022
C -0.0554 0.6867 -0.2125
O 2.3922 0.3869 -0.5883
```

An isolated molecule of C3H2O3 at a distorted geometry. Source: OMol25; level of theory: wB97M-V/def2-TZVPD.

Computed properties:
Highest occupied orbital energy (alpha / beta): -0.245 / -0.402 Eh
Spin multiplicity: 3
Energy: -9278.3147 eV

```
8
C3H2O3 wB97M-V/def2-TZVPD
O 2.0709 0.8193 0.1281
C -0.2800 0.6550 -0.2165
O -0.9659 -0.1726 -1.1560
C -0.9997 -0.5034 0.0321
O 1.0300 -1.1427 0.3877
C 1.1019 0.0887 0.0945
H -0.6710 1.5950 0.1168
H -1.2861 -1.3393 0.6132
```

The ion C3H2O3P with charge -1 at a distorted geometry. Source: OMol25; level of theory: wB97M-V/def2-TZVPD.

Computed properties:
Total charge: -1
Highest occupied orbital energy: -0.141 Eh
Energy: -18572.9428 eV

```
9
C3H2O3P wB97M-V/def2-TZVPD
O -0.9384 0.5287 1.4373
C 0.6760 1.0244 0.5065
C -0.1612 -1.0467 -0.4977
C 1.0401 -0.0665 -0.1993
H -2.0747 0.3830 -0.7432
O 2.0630 -0.1166 -0.8927
P -1.6514 -0.4650 0.4608
O -0.1909 -1.9180 -1.3323
H 1.2374 1.6767 1.2604
```

An isolated molecule of C3H2O3S at a distorted geometry. Source: OMol25; level of theory: wB97M-V/def2-TZVPD.

Computed properties:
SMILES: C=C=C1OS1(=O)=O
Highest occupied orbital energy: -0.386 Eh
Energy: -20115.7358 eV

```
9
C3H2O3S wB97M-V/def2-TZVPD
C -0.6628 -1.0381 -0.2891
C 0.2039 -0.0951 0.1198
O -0.5721 -1.6646 -2.6022
O -2.5988 -3.2885 -2.6564
S -1.1928 -3.1367 -2.3299
O -0.2886 -4.1631 -2.6497
H -0.0285 0.8885 0.5401
H 1.2246 -0.5093 0.1784
C -0.7250 -1.9214 -1.2080
```

A structure of composition C3H2O3V at a distorted geometry. Source: OMol25; level of theory: wB97M-V/def2-TZVPD.

Computed properties:
Total charge: +1
Highest occupied orbital energy (alpha / beta): -0.468 / -0.474 Eh
Spin multiplicity: 5
Energy: -34959.5790 eV

```
9
C3H2O3V wB97M-V/def2-TZVPD
H -2.1885 1.3616 0.1148
O 1.5499 -1.0604 -0.5195
C -1.1308 1.1840 0.2476
H 2.4567 -0.8287 -0.2615
O 1.0183 0.7397 0.6935
V -1.7410 -2.3140 -0.9081
C -0.0548 1.6794 0.7806
C 0.6640 -0.3337 0.0598
O -0.5738 -0.4279 -0.2071
```

An isolated molecule of C3H2O4 at a distorted geometry. Source: OMol25; level of theory: wB97M-V/def2-TZVPD.

Computed properties:
SMILES: O=C=COC(=O)O
Highest occupied orbital energy: -0.358 Eh
Energy: -11331.0144 eV

```
9
C3H2O4 wB97M-V/def2-TZVPD
H -1.7244 -0.5045 1.1722
C -1.3631 -0.4719 -0.9034
O 1.0834 0.9049 -0.6236
C 1.2015 0.4737 0.6640
C -0.9897 -0.5660 0.3223
O 0.2964 -0.4626 0.9665
O 1.9609 0.8527 1.4811
O -1.9920 -0.5371 -1.9056
H 1.5269 0.3108 -1.1734
```

An isolated molecule of C3H2O6 at a distorted geometry. Source: OMol25; level of theory: wB97M-V/def2-TZVPD.

Computed properties:
Highest occupied orbital energy: -0.364 Eh
Energy: -15426.7582 eV

```
11
C3H2O6 wB97M-V/def2-TZVPD
O -0.7409 0.1892 -0.5727
O 1.5893 -1.2468 -0.2218
C 0.3312 0.3736 0.1111
O 1.2504 1.1938 -0.2850
O 3.5356 1.5700 0.1023
C 2.7240 -0.8048 -0.0404
O 3.7714 -1.3171 0.1422
C 2.6595 0.7932 0.0104
O 0.3608 0.1447 1.4118
H -0.0451 -0.5132 1.8857
H -0.9027 0.5859 -1.4809
```

An isolated molecule of C3H2OS3 at a distorted geometry. Source: OMol25; level of theory: wB97M-V/def2-TZVPD.

Computed properties:
SMILES: S=C1OCSC1=S
Highest occupied orbital energy: -0.336 Eh
Energy: -37694.5532 eV

```
9
C3H2OS3 wB97M-V/def2-TZVPD
S 1.9446 0.4312 0.0527
S -0.7537 2.0464 -0.0959
C 1.7615 -1.3315 -0.0386
O 0.3816 -1.6284 -0.2146
C 0.1388 0.7725 0.2264
S -2.1673 -1.0119 0.0464
H 2.1002 -1.7709 0.9112
H 2.4483 -1.5580 -0.8087
C -0.5631 -0.6234 0.0726
```

A cluster of 2 separate species, C3H2S2 in total at a distorted geometry. Source: OMol25; level of theory: wB97M-V/def2-TZVPD.

Computed properties:
Highest occupied orbital energy (alpha / beta): -0.330 / -0.333 Eh
Energy: -24806.0421 eV

```
7
C3H2S2 wB97M-V/def2-TZVPD
H -0.0010 0.0355 1.5706
C -0.0960 -0.6838 -1.0304
C 0.4751 -0.3160 0.5527
H 0.7229 1.4228 -0.7999
S 0.3767 -1.9736 -0.0065
S -2.1113 1.1403 0.3616
C 0.6335 0.3750 -0.6483
```

A cluster of 13 separate species, C3H31NO14 in total at a distorted geometry. Source: OMol25; level of theory: wB97M-V/def2-TZVPD.

Computed properties:
Highest occupied orbital energy: -0.356 Eh
Energy: -33767.3186 eV

```
49
C3H31NO14 wB97M-V/def2-TZVPD
C -1.2654 -2.2418 0.3646
H -1.8105 3.9984 0.4862
O 2.4848 1.7308 1.0787
O 3.5037 0.9166 -1.7322
O -0.6879 -0.5654 -1.5969
O 2.6716 -1.9027 -3.0148
H 2.4965 -2.1457 -2.1269
H -2.0682 1.1266 2.3640
H -1.7648 0.4333 1.0785
H -1.3430 2.1428 -1.9536
O 0.5851 0.2196 3.4546
H 1.0256 2.3636 -0.0402
H 0.0172 1.1747 -0.5399
H -1.7269 -3.5402 1.9223
O -0.1441 -0.2448 0.7573
H -2.1044 -3.6400 -0.9792
H -0.8967 -2.3179 2.4133
H 3.9061 0.0402 -2.0090
H -2.3152 -1.7347 0.0659
C -1.1142 -3.4982 -0.5675
H 1.4968 0.1749 3.5980
O -2.3644 1.0731 1.5582
O -0.2128 2.8599 2.2066
H 0.1284 -0.4130 -2.1769
H 2.8319 -0.0885 0.9063
O 0.9860 -2.0922 0.3817
O -2.4954 3.4139 0.1635
C -0.0992 -1.4276 0.4661
O -2.2308 1.8214 -1.9756
H 0.2350 0.0140 2.5847
H 0.0813 2.1814 1.6205
N -1.6419 -2.5598 1.7975
H 2.5797 2.6623 0.7688
H -1.3790 -0.0515 -1.7718
H 1.9060 -1.6540 0.4659
H -0.9624 -4.4202 -0.0367
O 0.5618 1.9380 -0.8352
H 2.9030 1.6414 1.9128
H 1.8804 -2.0753 -3.5556
H 2.6727 0.8903 -2.0994
H -0.2780 -3.4225 -1.2407
H -2.9660 0.3513 -2.8225
H 3.5367 -1.4199 1.8330
H -1.8578 -0.3310 -3.5247
H 0.1215 2.7052 3.0391
O 3.1697 -0.9658 0.9706
H -2.4688 2.5657 0.5744
H -2.7177 2.4220 -1.3843
O -2.6767 -0.5412 -3.1082
```